Below is a molecular structure, C43H44MnN3O2PSe, with properties calculated with wB97M-V/def2-TZVPD.

Positions of all 95 atoms, in Å:
Mn -0.015 -0.309 0.047
O -1.163 -0.664 2.608
N 0.103 -0.501 2.042
C 1.007 -0.317 2.918
C 2.464 -0.132 2.755
C 3.126 -0.036 3.981
C 4.507 0.058 4.048
C 5.244 0.043 2.876
C 4.596 -0.052 1.652
C 3.210 -0.128 1.566
P 2.459 -0.256 -0.095
C 3.247 -1.732 -0.783
C 2.669 -2.941 -0.417
C 3.215 -4.144 -0.843
C 4.346 -4.136 -1.648
C 4.937 -2.931 -2.010
C 4.394 -1.729 -1.578
C 3.114 1.158 -1.017
C 3.133 1.097 -2.412
C 3.534 2.194 -3.158
C 3.903 3.371 -2.515
C 3.872 3.443 -1.130
C 3.478 2.341 -0.381
H -1.567 -1.322 1.979
H 0.643 -0.345 3.942
H 2.547 -0.045 4.897
H 5.000 0.133 5.008
H 6.325 0.101 2.912
H 5.185 -0.065 0.742
H 1.786 -2.957 0.203
H 2.747 -5.075 -0.551
H 4.774 -5.070 -1.991
H 5.825 -2.927 -2.629
H 4.869 -0.798 -1.862
H 2.848 0.184 -2.921
H 3.557 2.132 -4.238
H 4.216 4.230 -3.095
H 4.150 4.360 -0.627
H 3.446 2.418 0.699
C -0.052 -0.839 -3.030
N -0.044 0.091 -1.888
C -0.033 1.377 -2.133
C 0.089 2.294 -1.086
C 0.250 3.684 -1.067
C 0.477 4.022 0.266
C 0.448 2.820 0.993
N 0.205 1.778 0.194
C -1.313 -0.786 -3.853
C -2.567 -0.699 -3.253
C -3.713 -0.701 -4.037
C -3.620 -0.787 -5.422
C -2.372 -0.866 -6.024
C -1.225 -0.861 -5.239
H 0.101 -1.831 -2.625
H 0.802 -0.614 -3.673
H -0.086 1.717 -3.167
H 0.217 4.344 -1.923
H 0.645 5.007 0.675
H 0.579 2.691 2.061
H -2.641 -0.635 -2.173
H -4.687 -0.643 -3.566
H -4.516 -0.788 -6.029
H -2.289 -0.924 -7.102
H -0.250 -0.921 -5.713
C -4.575 0.946 -0.202
C -3.201 1.102 0.387
C -2.987 2.159 1.425
O -2.301 0.363 0.027
H -5.114 1.894 -0.227
H -5.138 0.264 0.444
H -4.515 0.504 -1.193
H -3.794 2.121 2.161
H -3.046 3.139 0.939
H -2.020 2.049 1.902
C 0.803 -8.241 0.127
C 0.355 -6.803 0.064
C -0.163 -6.261 -1.099
C -0.604 -4.939 -1.181
C -1.123 -4.482 -2.524
C -0.527 -4.130 -0.032
Se -1.389 -2.402 -0.092
C 0.007 -4.657 1.157
C 0.131 -3.876 2.439
C 0.440 -5.979 1.178
H 0.757 -8.715 -0.853
H 0.170 -8.817 0.805
H 1.827 -8.323 0.496
H -0.234 -6.885 -1.985
H -1.504 -5.333 -3.088
H -0.312 -4.047 -3.116
H -1.912 -3.738 -2.453
H 0.198 -2.810 2.259
H 1.019 -4.193 2.989
H -0.734 -4.041 3.088
H 0.852 -6.378 2.101

The value obtained for the molecular weight is 799.72 g/mol. The net charge is +1. The HOMO energy (alpha / beta) comes out at -10.0714 / -10.3509 eV. The multiplicity is 5. For the HOMO-LUMO gap (alpha / beta), the calculation gives 0.2252 / 0.2547 Ha. As for the expectation value of S²: 6.164. Its total energy is -159821.3701 eV.

Below is a molecular structure, C43H44N2P2S2Sm, with properties calculated with wB97M-V/def2-TZVPD.

Positions of all 94 atoms, in Å:
Sm 0.957 -0.144 -0.737
C 1.352 -2.955 1.206
N 0.907 -2.701 -0.174
C 1.830 -3.314 -1.162
C 3.271 -2.874 -0.955
N 3.440 -1.417 -0.829
C 4.660 -1.169 -0.029
C 3.537 -0.653 -2.061
C 3.815 -1.204 -3.309
C 3.991 -0.396 -4.420
C 3.931 0.984 -4.297
C 3.648 1.552 -3.069
C 3.416 0.753 -1.948
S 2.997 1.545 -0.414
C -0.436 -3.195 -0.439
C -1.005 -4.216 0.314
C -2.290 -4.662 0.050
C -3.017 -4.091 -0.983
C -2.453 -3.088 -1.750
C -1.160 -2.626 -1.497
S -0.500 -1.379 -2.557
H 0.554 -2.686 1.897
H 2.217 -2.334 1.435
H 1.623 -4.003 1.367
H 1.479 -3.045 -2.158
H 1.795 -4.407 -1.080
H 3.886 -3.300 -1.751
H 3.637 -3.310 -0.027
H 4.831 -0.103 0.080
H 5.535 -1.620 -0.509
H 4.536 -1.602 0.965
H 3.909 -2.275 -3.428
H 4.201 -0.847 -5.380
H 4.095 1.617 -5.159
H 3.601 2.627 -2.947
H -0.452 -4.679 1.121
H -2.715 -5.459 0.646
H -4.021 -4.433 -1.200
H -3.008 -2.639 -2.564
C -0.455 3.370 1.574
C 0.378 2.364 2.376
P 0.154 0.574 1.964
C 1.184 -0.101 3.317
C 0.703 -0.444 4.576
C 1.585 -0.878 5.556
C 2.943 -0.968 5.288
C 3.429 -0.623 4.034
C 2.552 -0.195 3.050
C -1.561 0.184 2.423
C -2.273 0.871 3.403
C -3.563 0.479 3.729
C -4.147 -0.603 3.086
C -3.451 -1.283 2.094
C -2.167 -0.885 1.760
C -0.223 3.273 0.059
P -1.255 1.895 -0.639
C -2.930 2.589 -0.439
C -3.841 1.964 0.407
C -5.077 2.546 0.653
C -5.411 3.743 0.040
C -4.515 4.352 -0.831
C -3.277 3.781 -1.071
C -0.968 1.994 -2.442
C -1.992 1.558 -3.285
C -1.773 1.424 -4.642
C -0.521 1.699 -5.178
C 0.502 2.130 -4.350
C 0.290 2.275 -2.982
H -0.185 4.370 1.915
H -1.517 3.239 1.800
H 0.186 2.470 3.446
H 1.443 2.562 2.221
H -0.356 -0.382 4.792
H 1.209 -1.140 6.536
H 3.625 -1.301 6.059
H 4.490 -0.682 3.827
H 2.919 0.100 2.070
H -1.830 1.719 3.912
H -4.116 1.021 4.486
H -5.149 -0.913 3.352
H -3.912 -2.116 1.579
H -1.639 -1.399 0.964
H 0.833 3.075 -0.130
H -0.490 4.205 -0.441
H -3.583 1.019 0.869
H -5.775 2.066 1.327
H -6.375 4.195 0.230
H -4.784 5.281 -1.318
H -2.585 4.258 -1.755
H -2.963 1.320 -2.867
H -2.574 1.085 -5.286
H -0.348 1.573 -6.238
H 1.470 2.368 -4.770
H 1.089 2.666 -2.359

The value obtained for the molecular weight is 865.28 g/mol. The net charge is +1. The HOMO energy (alpha / beta) comes out at -10.0876 / -10.1039 eV. The multiplicity is 6. For the HOMO-LUMO gap (alpha / beta), the calculation gives 0.2698 / 0.2964 Ha. As for the expectation value of S²: 8.767. Its total energy is -106436.0459 eV.

- Among the records above, which one has the lowest multiplicity?
  C43H44MnN3O2PSe

- Which of these has the highest total energy?
  C43H44N2P2S2Sm

- Which formula does entry 2 have?
  C43H44N2P2S2Sm